# 1
# C4H11N3S

C4H11N3S in the gas phase in a non-equilibrium geometry (wB97M-V/def2-TZVPD, the Open Molecules 2025 dataset).

Results
orbital gap	8.95	eV
SMILES	CN/N=C(/C)NSC
molar mass	133.220	g/mol
E_LUMO	0.898	eV

Element x y z (Å)
C  1.14272  -1.33109  1.09980
N  0.52383  -1.44857  -0.24638
N  -0.86153  -1.31890  -0.25998
C  -1.28905  -0.09977  -0.11315
C  -2.78192  0.17592  0.05221
N  -0.48022  1.05609  -0.11101
S  0.40175  1.48499  -1.50353
C  2.07888  1.32401  -0.88914
H  1.15539  -0.25889  1.47424
H  2.12460  -1.82143  0.97169
H  0.58800  -1.87510  1.84594
H  0.70041  -2.34256  -0.53543
H  -3.13629  0.65427  -0.87305
H  -3.36234  -0.76493  0.14749
H  -3.05435  0.84676  0.92133
H  -1.00337  1.87073  0.30391
H  2.36854  0.22137  -0.66957
H  2.12429  1.89300  0.06151
H  2.76066  1.73408  -1.67689



# 2
# C4H11N4

2 unconnected molecules or ions with the total composition C4H11N4 in a non-equilibrium geometry (wB97M-V/def2-TZVPD, the Open Molecules 2025 dataset).

Results
orbital gap	8.89	eV
charge	+1
molar mass	115.160	g/mol
E_LUMO	-4.585	eV

Element x y z (Å)
C  -0.00756  1.12477  -2.82588
C  0.33434  0.46422  1.26362
C  0.40474  0.34065  2.72807
C  -0.25354  -2.37296  -0.27004
N  -0.59269  0.58465  -1.86085
N  0.75481  -0.38361  0.40703
N  0.09616  1.61906  0.65881
N  0.88275  -1.52560  -0.03653
H  0.78249  1.84408  -2.78698
H  -0.56951  0.96748  -3.85193
H  0.61525  -0.70769  2.99955
H  -0.52585  0.56595  3.12420
H  1.16144  0.97984  3.08838
H  -1.11061  -1.97358  0.22768
H  -0.14611  -2.24570  -1.45653
H  -0.10254  -3.46223  -0.19776
H  -0.13357  2.40593  1.15635
H  -0.11710  1.69665  -0.34135
H  -1.47290  0.07809  -2.02583



# 3
# C4H11N4

2 unconnected molecules or ions with the total composition C4H11N4 in a non-equilibrium geometry (wB97M-V/def2-TZVPD, the Open Molecules 2025 dataset).

Results
orbital gap	7.90	eV
charge	+1
molar mass	115.160	g/mol
E_LUMO	-4.569	eV

Element x y z (Å)
C  0.81387  0.74660  -0.00421
C  -3.22377  0.21415  -0.49837
C  0.27046  -0.54021  0.25831
C  -4.20413  0.08042  0.52704
N  -1.98690  -0.01580  -0.29810
N  -1.06106  -0.77190  -0.01492
N  2.13238  0.94399  -0.04744
N  4.29413  -0.77134  -0.15888
H  0.06916  1.55044  -0.18081
H  -3.37022  0.89050  -1.27978
H  0.65979  -1.53432  0.21335
H  -4.03922  0.66012  1.42901
H  -4.36876  -1.00644  0.76409
H  -5.20257  0.50574  0.11213
H  2.86114  0.10791  -0.07055
H  2.50908  1.92773  0.02048
H  4.84352  -1.24075  0.58918
H  5.06834  -0.16313  -0.70135
H  3.93474  -1.58370  -0.65916



# 4
# C4H11N4O

A gas-phase ion, C4H11N4O (charge +1) in a non-equilibrium geometry (wB97M-V/def2-TZVPD, the Open Molecules 2025 dataset).

Results
orbital gap (spin up / spin down)	8.60 / 6.89	eV
charge	+1
molar mass	131.159	g/mol
E_LUMO (spin up / spin down)	-3.391 / -3.506	eV

Element x y z (Å)
C  -1.71183  -0.15313  0.17604
C  0.62086  1.96852  -0.94621
C  0.51414  0.41055  0.48689
C  2.34679  -1.20895  0.12285
N  -2.57092  -1.17024  -0.12169
N  -2.21502  1.00120  0.57477
N  1.77030  -0.08874  0.72615
N  -0.42461  -0.42991  0.08381
O  0.35648  1.81201  0.40065
H  1.68554  1.74832  -1.10724
H  -0.08432  1.56544  -1.71483
H  1.98092  -2.19568  0.42060
H  2.43433  -1.26928  -1.09784
H  3.44143  -1.22846  0.32767
H  -3.60699  -1.17257  -0.12889
H  -2.24670  -2.09821  -0.32925
H  -3.18891  1.30060  0.45091
H  -1.64334  1.78450  0.77179
H  2.41368  0.72019  0.93550
H  0.12816  -1.29617  -0.03165



# 5
# C4H11NO

2 unconnected molecules or ions with the total composition C4H11NO in a non-equilibrium geometry (wB97M-V/def2-TZVPD, the Open Molecules 2025 dataset).

Results
orbital gap	9.55	eV
SMILES	C1CCNC1.O
molar mass	89.138	g/mol
E_LUMO	0.935	eV

Element x y z (Å)
C  0.68287  1.47630  -0.32492
C  -0.54397  0.89228  0.44992
C  -0.06146  -0.40899  1.04086
N  1.22593  -0.77409  0.39893
C  1.61140  0.30158  -0.53304
H  1.10702  2.27403  0.28767
H  0.27643  2.00315  -1.15629
H  -0.94408  1.53135  1.24506
H  -1.37719  0.88025  -0.22746
H  -0.05043  -0.40299  2.13542
H  -0.75373  -1.24351  0.83704
H  1.91542  -0.86403  1.13736
H  2.66390  0.54163  -0.34930
H  1.52227  -0.12032  -1.53382
O  -2.44587  -1.67627  -1.30062
H  -3.11784  -2.11000  -0.76212
H  -1.71067  -2.30036  -1.34470



# 6
# C4H11NO

2 unconnected molecules or ions with the total composition C4H11NO in a non-equilibrium geometry (wB97M-V/def2-TZVPD, the Open Molecules 2025 dataset).

Results
orbital gap	9.45	eV
SMILES	C=CO.CNC
molar mass	89.138	g/mol
E_LUMO	0.900	eV

Element x y z (Å)
C  3.21974  -0.47734  -0.18026
C  2.17660  -0.10584  0.57641
O  1.35373  0.87861  0.04677
H  3.98380  -1.09490  0.27383
H  3.13179  -0.21203  -1.22444
H  1.87208  -0.75619  1.39714
H  0.47034  0.45467  -0.18580
C  -1.31110  -1.09167  -0.17356
N  -1.21950  0.35873  -0.48493
C  -1.96082  1.30598  0.35005
H  -1.21266  -1.72256  -1.06561
H  -0.55019  -1.38816  0.55211
H  -2.31696  -1.32427  0.18352
H  -1.07702  0.44491  -1.47711
H  -1.66455  1.27203  1.38730
H  -3.06256  1.29887  0.36606
H  -1.83272  2.15916  -0.34150



# 7
# C4H11NO

2 unconnected molecules or ions with the total composition C4H11NO (wB97M-V/def2-TZVPD, the Open Molecules 2025 dataset).

Results
orbital gap	11.16	eV
SMILES	[H]/N=C(\C)O.CC
molar mass	89.138	g/mol
E_LUMO	0.913	eV

Element x y z (Å)
H  2.21045  1.61706  0.59709
N  1.99879  1.07373  -0.23102
C  0.97297  1.43347  -0.86911
C  0.01610  2.55132  -0.56897
O  0.63768  0.75386  -1.97452
H  -0.97502  2.13464  -0.40256
H  0.33037  3.10702  0.30991
H  -0.03890  3.21852  -1.42612
H  1.28402  0.04399  -2.10119
C  -0.71901  -1.25044  0.68547
C  -0.89012  -2.73291  0.98075
H  -1.09887  -1.01105  -0.30540
H  -1.26130  -0.65103  1.41392
H  0.33108  -0.96983  0.72603
H  -0.50567  -2.97258  1.96961
H  -0.35172  -3.33312  0.25068
H  -1.94085  -3.01264  0.94543



# 8
# C4H11NO

2 unconnected molecules or ions with the total composition C4H11NO in a non-equilibrium geometry (wB97M-V/def2-TZVPD, the Open Molecules 2025 dataset).

Results
orbital gap	10.03	eV
SMILES	C=CNCC.O
molar mass	89.138	g/mol
E_LUMO	0.932	eV

Element x y z (Å)
C  -0.11157  1.41502  2.40553
C  -0.29964  0.31512  1.69070
N  -0.23183  0.19553  0.28441
C  1.12714  -0.23973  -0.19494
C  1.06136  -1.03313  -1.45236
H  -0.18965  1.45408  3.48394
H  0.17983  2.37783  1.99257
H  -0.51275  -0.60048  2.22968
H  -0.43757  1.08595  -0.16723
H  1.62363  0.70262  -0.45697
H  1.67339  -0.74096  0.59884
H  0.75317  -2.07774  -1.50495
H  0.53698  -0.52822  -2.26937
H  2.10238  -1.08385  -1.82263
O  -2.80998  -0.36582  -1.49918
H  -2.00574  -0.45934  -0.95352
H  -2.45916  -0.41690  -2.36451



Relative energy (zero: lowest compared OMol25 entry of this formula, charge and spin) for every record listed, in sequence, given in kJ/mol: 209.2; 453.7; 405.7; 411.5; 117.7; 297.7; 50.7; 165.3.